(1)
Entry from OMol25: a molecular structure, C38H42N8O6PtS (ωB97M-V/def2-TZVPD).

CARTESIAN COORDINATES (ANGSTROEM)
1 Pt 0.26 0.21 -0.45
2 O -2.52 3.01 -1.38
3 C -1.49 2.42 -1.06
4 N -1.25 1.04 -1.39
5 C -1.80 0.34 -2.39
6 C -2.78 0.80 -3.30
7 C -3.23 -0.03 -4.28
8 C -2.75 -1.36 -4.39
9 C -1.81 -1.85 -3.54
10 C -1.29 -1.02 -2.51
11 N -0.40 -1.39 -1.56
12 C 0.05 -2.71 -1.48
13 O 0.51 -3.33 -2.41
14 C -0.18 -3.40 -0.15
15 C -0.05 -4.78 -0.12
16 C -0.41 -5.45 1.04
17 C -0.89 -4.71 2.11
18 C -0.96 -3.33 1.98
19 N -0.63 -2.68 0.88
20 C -0.40 2.97 -0.30
21 C -0.27 4.36 -0.11
22 C 0.85 4.87 0.48
23 C 1.88 3.98 0.90
24 C 1.71 2.64 0.71
25 N 0.60 2.11 0.15
26 H -3.16 1.81 -3.19
27 H -3.97 0.33 -4.98
28 H -3.13 -2.00 -5.18
29 H -1.42 -2.85 -3.65
30 H 0.33 -5.30 -0.99
31 H -0.34 -6.53 1.09
32 H -1.21 -5.20 3.02
33 H -1.32 -2.72 2.81
34 H -1.07 4.99 -0.47
35 H 0.97 5.94 0.59
36 H 2.78 4.34 1.38
37 H 2.46 1.93 1.04
38 C 3.84 1.14 -1.85
39 C 3.68 -0.23 -2.52
40 C 2.50 -0.23 -3.49
41 C 3.68 -1.38 -1.53
42 C 4.49 -2.47 -1.80
43 C 4.65 -3.52 -0.91
44 C 4.06 -3.46 0.35
45 C 3.24 -2.42 0.70
46 C 2.66 -2.25 2.08
47 C 2.71 -3.52 2.93
48 C 3.38 -1.10 2.81
49 C 2.93 -1.42 -0.30
50 N 1.97 -0.56 -0.01
51 H 3.95 1.91 -2.61
52 H 4.72 1.17 -1.20
53 H 2.96 1.39 -1.25
54 H 4.58 -0.40 -3.12
55 H 1.59 0.12 -3.00
56 H 2.31 -1.23 -3.88
57 H 2.72 0.43 -4.33
58 H 5.03 -2.48 -2.74
59 H 5.27 -4.36 -1.18
60 H 4.26 -4.25 1.07
61 H 1.61 -1.95 1.96
62 H 3.73 -3.78 3.19
63 H 2.25 -4.36 2.41
64 H 2.17 -3.36 3.86
65 H 4.43 -1.36 2.96
66 H 2.93 -0.92 3.78
67 H 3.34 -0.18 2.23
68 C 0.22 4.45 8.36
69 C -0.10 3.91 6.97
70 S -1.87 3.85 6.75
71 O -2.39 2.86 7.66
72 O -2.36 5.20 6.79
73 C -2.07 3.24 5.09
74 C -2.00 1.72 5.04
75 N -2.15 1.22 3.68
76 C -1.12 0.87 2.87
77 N -1.54 0.51 1.67
78 C -2.89 0.61 1.68
79 C -3.28 1.06 2.91
80 N -4.61 1.32 3.36
81 O -4.76 1.84 4.46
82 O -5.52 1.00 2.62
83 C 0.31 0.87 3.29
84 H 1.30 4.47 8.51
85 H -0.23 3.81 9.12
86 H -0.17 5.46 8.47
87 H 0.27 2.89 6.83
88 H 0.29 4.56 6.18
89 H -1.30 3.71 4.48
90 H -3.05 3.59 4.77
91 H -2.77 1.30 5.68
92 H -1.03 1.37 5.40
93 H -3.51 0.40 0.83
94 H 0.46 0.26 4.19
95 H 0.67 1.88 3.49
96 H 0.90 0.44 2.49

Multiplicity = 5
ΔE to the lowest compared entry with this formula, charge and spin = 0.494 eV
LUMO (spin up / spin down) = -0.32 / -2.00 eV
Gap between HOMO and LUMO (spin up / spin down) = 5.1 / 6.4 eV
Total energy = -2880.07611 hartree
Strongest force on any atom = 0.62 eV/A

Löwdin atomic charge list, values in e, 4 entries:
1 Pt 1.29
2 O 0.04
3 C -0.45
4 N -0.06

(2)
Entry from OMol25: 34 unconnected molecules or ions with the total composition C11H85BrClO37P at a distorted geometry (ωB97M-V/def2-TZVPD).

CARTESIAN COORDINATES (ANGSTROEM)
1 C 2.48 -2.72 -2.36
2 C 0.97 -2.72 -2.09
3 O 0.28 -1.76 -2.90
4 C 0.43 -0.45 -2.43
5 C -0.76 0.07 -1.57
6 C -1.52 -0.96 -0.70
7 C -2.27 -2.01 -1.54
8 C -2.50 -0.33 0.32
9 C -3.94 -0.09 -0.19
10 O -1.72 0.59 -2.57
11 C -2.24 1.78 -2.24
12 O -3.07 2.32 -2.91
13 C -1.64 2.28 -0.93
14 C -0.41 1.36 -0.81
15 Br 1.02 2.49 -1.68
16 P 0.26 1.01 0.95
17 O 1.86 1.37 0.88
18 Cl -0.49 2.61 2.00
19 H 2.79 -3.73 -2.60
20 H 2.74 -2.03 -3.16
21 H 2.99 -2.44 -1.43
22 H 0.58 -3.69 -2.40
23 H 0.74 -2.63 -1.03
24 H 0.46 0.20 -3.30
25 H 1.36 -0.36 -1.85
26 H -0.77 -1.50 -0.11
27 H -2.89 -1.56 -2.31
28 H -1.59 -2.73 -1.98
29 H -2.91 -2.57 -0.85
30 H -2.13 0.58 0.79
31 H -2.59 -1.06 1.12
32 H -4.45 0.66 0.41
33 H -3.98 0.19 -1.24
34 H -4.49 -1.02 -0.08
35 H -2.35 2.21 -0.12
36 H -1.34 3.30 -1.16
37 H 2.28 0.57 0.52
38 O -6.88 0.03 -1.01
39 H -7.74 -0.12 -1.42
40 H -6.42 0.61 -1.63
41 O -2.37 1.37 5.07
42 H -1.60 1.41 5.64
43 H -2.03 1.53 4.18
44 O 4.00 0.37 -2.32
45 H 4.86 0.81 -2.26
46 H 3.37 1.09 -2.41
47 O -0.58 5.77 4.22
48 H -1.33 5.29 4.60
49 H -0.42 5.34 3.37
50 O -2.22 4.58 6.66
51 H -3.14 4.30 6.64
52 H -1.97 4.53 7.59
53 O -5.96 -0.90 1.90
54 H -6.57 -0.87 2.64
55 H -6.49 -0.72 1.11
56 O 5.27 -2.12 -0.51
57 H 5.92 -1.58 -0.05
58 H 4.75 -1.49 -1.03
59 O 0.06 5.15 -3.45
60 H -0.84 4.79 -3.44
61 H 0.34 5.10 -2.52
62 O 2.75 -3.97 -5.33
63 H 1.91 -4.22 -5.73
64 H 3.15 -3.41 -6.00
65 O -1.39 -2.29 2.75
66 H -2.30 -2.59 2.85
67 H -1.02 -2.38 3.64
68 O 1.70 -3.57 -8.04
69 H 0.86 -3.80 -8.43
70 H 2.11 -3.01 -8.71
71 O 2.95 4.52 -3.82
72 H 3.00 5.48 -3.89
73 H 2.01 4.34 -3.93
74 O 0.80 -3.75 1.71
75 H 0.55 -4.67 1.88
76 H -0.02 -3.26 1.90
77 O 3.09 -6.37 -7.90
78 H 3.99 -6.04 -7.83
79 H 2.55 -5.58 -7.97
80 O -4.05 -0.90 4.19
81 H -3.53 -0.35 4.80
82 H -4.48 -0.26 3.61
83 O 0.89 -6.82 0.99
84 H 1.76 -6.79 1.41
85 H 1.08 -6.62 0.06
86 O 2.10 7.05 4.58
87 H 1.20 6.71 4.51
88 H 2.27 7.02 5.53
89 O 3.30 -5.80 2.10
90 H 4.17 -5.39 2.16
91 H 2.69 -5.04 2.03
92 O 0.47 -6.16 -2.16
93 H -0.22 -6.68 -1.74
94 H 0.55 -6.53 -3.04
95 O -0.69 -2.09 -9.18
96 H -0.54 -1.28 -9.68
97 H -1.22 -1.82 -8.43
98 O -2.92 6.31 -4.49
99 H -2.21 6.21 -5.13
100 H -3.32 5.44 -4.42
101 O 4.83 -4.40 4.34
102 H 3.93 -4.72 4.41
103 H 5.19 -4.47 5.23
104 O -3.73 7.09 7.40
105 H -3.84 7.92 6.92
106 H -3.02 6.64 6.93
107 O -4.67 8.09 -2.28
108 H -4.89 8.93 -2.71
109 H -3.95 7.73 -2.81
110 O 5.77 -1.66 4.03
111 H 6.44 -1.82 3.35
112 H 5.34 -2.52 4.15
113 O 3.06 4.13 1.47
114 H 3.82 4.04 0.88
115 H 2.67 3.24 1.51
116 O 0.70 6.90 7.15
117 H -0.19 6.54 7.05
118 H 0.87 6.88 8.09
119 O -0.14 -4.70 4.41
120 H 0.62 -5.27 4.26
121 H -0.84 -5.33 4.62
122 O 0.64 9.56 5.72
123 H 1.42 9.38 5.18
124 H 0.24 8.69 5.81
125 O -3.20 6.51 4.52
126 H -3.99 6.28 4.02
127 H -2.69 7.07 3.93
128 O 2.04 -4.60 -10.69
129 H 2.80 -5.18 -10.82
130 H 1.33 -5.19 -10.47
131 O 4.44 -5.75 -1.73
132 H 4.38 -5.56 -2.67
133 H 4.69 -4.91 -1.33
134 O 1.12 -7.23 5.25
135 H 0.48 -7.80 5.69
136 H 1.19 -7.60 4.36

Multiplicity = 1
ΔE to the lowest compared entry with this formula, charge and spin = 0.553 eV
LUMO = -0.14 eV
Gap between HOMO and LUMO = 9.4 eV
Total energy = -6629.57464 hartree
Strongest force on any atom = 1.81 eV/A

Löwdin atomic charge list, values in e, 4 entries:
1 C -0.05
2 C -0.23
3 O -0.14
4 C -0.17

(3)
Entry from OMol25: a molecular structure, C19H16Cl2O4PPdS at a distorted geometry (ωB97M-V/def2-TZVPD).

CARTESIAN COORDINATES (ANGSTROEM)
1 Pd -0.76 0.56 1.94
2 Cl -3.72 -0.82 1.92
3 C -2.96 -2.15 2.80
4 Cl -1.54 -2.80 1.96
5 H -3.69 -2.95 2.88
6 H -2.62 -1.76 3.75
7 C 4.62 1.34 -1.03
8 C 3.90 0.58 -1.95
9 C 2.64 0.11 -1.62
10 C 2.09 0.41 -0.38
11 C 2.82 1.15 0.55
12 C 4.08 1.62 0.21
13 P 0.39 -0.06 0.08
14 C -0.02 -1.50 -0.96
15 C -1.16 -1.52 -1.75
16 C -1.52 -2.68 -2.42
17 C -0.74 -3.82 -2.31
18 C 0.40 -3.81 -1.52
19 C 0.75 -2.65 -0.84
20 C -0.59 1.30 -0.64
21 C -0.64 1.95 -1.87
22 C -1.56 2.98 -2.00
23 C -2.38 3.35 -0.93
24 C -2.29 2.72 0.31
25 C -1.37 1.69 0.44
26 H 5.61 1.70 -1.29
27 H 4.33 0.36 -2.92
28 H 2.08 -0.48 -2.33
29 H 2.39 1.36 1.52
30 H 4.64 2.21 0.93
31 H -1.78 -0.64 -1.83
32 H -2.41 -2.69 -3.03
33 H -1.03 -4.73 -2.84
34 H 1.00 -4.70 -1.42
35 H 1.63 -2.65 -0.21
36 H 0.01 1.67 -2.68
37 H -1.65 3.51 -2.94
38 H -3.09 4.16 -1.06
39 H -2.88 3.03 1.16
40 O -1.30 1.76 3.44
41 S -0.58 0.92 4.53
42 O -0.68 1.62 5.79
43 O 0.81 0.75 4.03
44 O -1.27 -0.39 4.50

Multiplicity = 1
ΔE to the lowest compared entry with this formula, charge and spin = 1.472 eV
Charge = -1
LUMO = 2.53 eV
Gap between HOMO and LUMO = 7.6 eV
Total energy = -2822.46479 hartree
Strongest force on any atom = 1.35 eV/A

Löwdin atomic charge list, values in e, 4 entries:
1 Pd 0.73
2 Cl 0.51
3 C -1.00
4 Cl 0.52

(4)
Entry from OMol25: 2 unconnected molecules or ions with the total composition C7H13NO (ωB97M-V/def2-TZVPD).

CARTESIAN COORDINATES (ANGSTROEM)
1 C 2.41 -0.59 0.66
2 C 1.06 -0.25 -1.22
3 O 1.63 0.23 -2.42
4 N 1.87 0.22 -0.12
5 H 1.76 1.18 -2.32
6 H 1.07 -1.35 -1.32
7 H 2.31 -1.68 0.58
8 H 0.12 -1.14 2.24
9 H 3.01 -0.20 1.47
10 C -0.51 1.66 -0.57
11 C -0.36 0.25 -1.06
12 C -0.88 -1.06 1.86
13 C -1.38 -0.52 -1.38
14 C -1.66 -0.04 2.16
15 H -1.22 -1.86 1.23
16 H 0.06 2.35 -1.19
17 H -1.55 1.96 -0.57
18 H -0.11 1.73 0.44
19 H -2.39 -0.17 -1.31
20 H -1.24 -1.53 -1.74
21 H -1.33 0.76 2.80
22 H -2.67 0.04 1.79

Multiplicity = 1
ΔE to the lowest compared entry with this formula, charge and spin = 2.738 eV
SMILES string = C=N[C@H](O)C(=C)C.C=C
LUMO = 1.00 eV
Gap between HOMO and LUMO = 10.4 eV
Total energy = -404.42685 hartree
Strongest force on any atom = 0.67 eV/A

Löwdin atomic charge list, values in e, 4 entries:
1 C -0.04
2 C -0.43
3 O 0.00
4 N 0.04

(5)
Entry from OMol25: C3H5NO in the gas phase at a distorted geometry (ωB97M-V/def2-TZVPD).

CARTESIAN COORDINATES (ANGSTROEM)
1 C 1.30 0.51 -0.07
2 C -0.82 0.07 0.74
3 C -0.75 -0.63 -0.51
4 H 2.10 1.24 -0.37
5 H -0.06 -0.25 1.47
6 H -1.74 0.64 0.91
7 H -1.36 -0.40 -1.51
8 H -0.15 -1.40 -0.50
9 N -0.06 0.89 -0.35
10 O 1.53 -0.67 0.17

Multiplicity = 1
ΔE to the lowest compared entry with this formula, charge and spin = 3.265 eV
SMILES string = O=CN1CC1
LUMO = 1.02 eV
Gap between HOMO and LUMO = 11.0 eV
Total energy = -247.18726 hartree
Strongest force on any atom = 7.70 eV/A

Löwdin atomic charge list, values in e, 4 entries:
1 C -0.32
2 C -0.14
3 C -0.06
4 H 0.14

(6)
Entry from OMol25: a gas-phase ion, C10H9N2O (charge +1) at a distorted geometry (ωB97M-V/def2-TZVPD).

CARTESIAN COORDINATES (ANGSTROEM)
1 C 0.22 2.65 0.88
2 C 1.02 2.48 -0.23
3 C -0.40 1.57 1.42
4 C 1.17 1.21 -0.91
5 C -0.37 0.32 0.73
6 C 0.41 0.11 -0.44
7 C -1.07 -0.90 1.02
8 C -0.48 -2.00 -0.30
9 C -2.67 -2.04 2.52
10 C 1.08 -1.67 -2.09
11 N -1.91 -1.34 1.79
12 N 0.31 -1.15 -0.95
13 O -0.81 -3.12 -0.29
14 H 0.09 3.65 1.39
15 H 1.60 3.34 -0.70
16 H -1.07 1.69 2.35
17 H 1.67 1.02 -1.81
18 H -2.16 -2.67 3.18
19 H -3.69 -1.86 2.60
20 H 0.86 -1.15 -3.03
21 H 2.07 -1.60 -1.93
22 H 0.87 -2.87 -2.28

Multiplicity = 1
ΔE to the lowest compared entry with this formula, charge and spin = 1.617 eV
SMILES string = C=NC1=c2ccccc2=[N+](C)C1=O
Charge = +1
LUMO = -4.92 eV
Gap between HOMO and LUMO = 8.0 eV
Total energy = -570.88583 hartree
Strongest force on any atom = 4.71 eV/A

Löwdin atomic charge list, values in e, 4 entries:
1 C -0.10
2 C -0.01
3 C 0.00
4 C 0.05

(7)
Entry from OMol25: a molecular structure, C13H20N2O7Se2Zn (ωB97M-V/def2-TZVPD).

CARTESIAN COORDINATES (ANGSTROEM)
1 Zn 0.18 0.63 -0.18
2 C 1.80 -2.76 -1.37
3 C 1.78 -1.86 -0.16
4 C 2.33 -2.53 1.08
5 O 0.41 -1.45 0.13
6 C 2.54 -0.54 -0.49
7 O 3.65 -0.34 0.00
8 O 1.88 0.27 -1.24
9 H 1.21 -3.66 -1.18
10 H 2.82 -3.07 -1.60
11 H 1.39 -2.24 -2.24
12 H 1.79 -3.45 1.28
13 H 2.24 -1.87 1.94
14 H 3.39 -2.76 0.94
15 H -0.23 -1.91 -0.43
16 C -3.33 -2.57 -1.97
17 Se -2.77 -1.04 -0.90
18 C -3.32 0.30 -2.21
19 C -2.74 1.67 -1.95
20 Se -0.80 1.84 -2.17
21 C -0.46 0.55 -3.57
22 H -2.78 -2.60 -2.91
23 H -4.40 -2.52 -2.15
24 H -3.11 -3.46 -1.38
25 H -4.41 0.37 -2.16
26 H -3.06 -0.06 -3.20
27 H -2.92 1.99 -0.92
28 H -3.19 2.40 -2.62
29 H -0.93 0.87 -4.50
30 H -0.82 -0.43 -3.26
31 H 0.62 0.52 -3.68
32 O -0.48 3.14 5.00
33 C 0.81 2.93 4.79
34 O 1.66 3.24 5.59
35 C 1.19 2.29 3.50
36 C 2.50 2.03 3.14
37 N 2.49 1.46 1.93
38 N 1.24 1.33 1.48
39 C 0.44 1.83 2.40
40 C -1.04 1.80 2.10
41 O -1.83 2.26 2.92
42 O -1.35 1.28 0.97
43 H -1.04 2.83 4.23
44 H 3.41 2.22 3.68
45 H 3.24 1.07 1.36

Multiplicity = 1
ΔE to the lowest compared entry with this formula, charge and spin = 0.000 eV
LUMO = -0.07 eV
Gap between HOMO and LUMO = 9.2 eV
Total energy = -7725.88234 hartree
Strongest force on any atom = 0.22 eV/A

Löwdin atomic charge list, values in e, 4 entries:
1 Zn 0.56
2 C 0.00
3 C -0.50
4 C -0.01

(8)
Entry from OMol25: a molecular structure, C3H4F3NO4S2 at a distorted geometry (ωB97M-V/def2-TZVPD).

CARTESIAN COORDINATES (ANGSTROEM)
1 C 0.76 0.28 -0.23
2 C -0.36 1.09 0.32
3 C 2.19 0.48 0.21
4 N -1.45 -1.31 -0.48
5 O -0.29 -1.56 1.58
6 O 0.84 -2.41 -0.37
7 O -2.92 0.26 0.93
8 O -2.64 0.61 -1.50
9 F 0.69 0.28 -1.59
10 F -0.48 2.40 0.07
11 F -0.48 1.02 1.65
12 S 0.03 -1.45 0.25
13 S -2.08 0.24 -0.22
14 H 2.40 0.00 1.08
15 H 2.34 1.49 0.35
16 H 2.71 0.17 -0.63
17 H -1.24 -1.59 -1.41

Multiplicity = 1
LUMO = 0.30 eV
Gap between HOMO and LUMO = 12.0 eV
Total energy = -1568.30498 hartree
Strongest force on any atom = 4.52 eV/A

Löwdin atomic charge list, values in e, 4 entries:
1 C -0.43
2 C -0.50
3 C 0.06
4 N -0.19

(9)
Entry from OMol25: a molecular structure, C4H3LiORu at a distorted geometry (ωB97M-V/def2-TZVPD).

CARTESIAN COORDINATES (ANGSTROEM)
1 C -0.31 -0.97 1.44
2 C -0.67 -2.10 1.11
3 H -0.93 -3.11 0.83
4 Li -1.18 -0.61 -0.56
5 O 0.86 1.96 0.60
6 C 0.73 1.51 -0.48
7 C 0.40 0.77 -1.53
8 Ru 0.17 0.79 2.45
9 H -0.18 1.74 -1.94
10 H 1.10 0.03 -1.92

Multiplicity = 7
ΔE to the lowest compared entry with this formula, charge and spin = 0.000 eV
Charge = +2
LUMO (spin up / spin down) = -8.79 / -12.95 eV
Gap between HOMO and LUMO (spin up / spin down) = 7.4 / 7.0 eV
Total energy = -330.86444 hartree
Strongest force on any atom = 3.87 eV/A

Löwdin atomic charge list, values in e, 4 entries:
1 C -0.39
2 C 0.04
3 H 0.09
4 Li 0.74

(10)
Entry from OMol25: a molecular structure, C26H43F5GdP2 at a distorted geometry (ωB97M-V/def2-TZVPD).

CARTESIAN COORDINATES (ANGSTROEM)
1 Gd -0.70 -1.05 0.54
2 C 0.65 -2.80 2.06
3 C 0.47 -1.58 2.79
4 C -1.58 -2.64 2.61
5 C -0.61 -3.46 1.99
6 C -0.93 -1.48 3.12
7 C 1.94 -3.38 1.60
8 H 2.70 -2.60 1.46
9 H 1.80 -3.91 0.65
10 H 2.32 -4.11 2.34
11 C -0.83 -4.87 1.58
12 H 0.05 -5.28 1.07
13 H -1.67 -4.93 0.89
14 H -1.06 -5.51 2.44
15 C -2.99 -3.03 2.87
16 H -3.04 -3.89 3.56
17 H -3.48 -3.33 1.94
18 H -3.56 -2.20 3.29
19 C -1.55 -0.45 4.00
20 H -1.71 -0.85 5.01
21 H -2.53 -0.15 3.61
22 H -0.93 0.45 4.07
23 C 1.55 -0.71 3.32
24 H 1.78 -0.97 4.37
25 H 1.25 0.35 3.31
26 H 2.47 -0.82 2.74
27 C 1.75 1.92 -3.49
28 C 2.83 1.52 -2.80
29 C 3.78 2.44 -2.10
30 C 3.11 3.56 -1.26
31 C 1.80 3.20 -0.63
32 C 0.61 3.54 -1.16
33 C 0.35 3.91 -2.59
34 C 1.30 3.34 -3.67
35 H 4.45 2.92 -2.84
36 H 3.04 4.47 -1.88
37 H 4.42 1.84 -1.44
38 H 2.14 4.03 -3.84
39 H 1.20 1.18 -4.08
40 H 3.20 0.50 -2.90
41 H 0.72 3.37 -4.61
42 H -0.68 3.62 -2.84
43 H -0.21 3.83 -0.50
44 H 0.36 5.01 -2.68
45 H 3.81 3.82 -0.45
46 H 1.86 2.86 0.41
47 P 0.91 -0.78 -1.45
48 P -1.71 1.41 0.85
49 C -0.28 0.66 -1.79
50 C -1.50 1.30 -1.01
51 H -0.64 0.47 -2.81
52 H 0.46 1.46 -1.86
53 H -1.50 2.36 -1.29
54 H -2.43 0.90 -1.44
55 C -3.49 1.71 1.04
56 H -3.74 1.69 2.11
57 H -4.06 0.91 0.54
58 H -3.73 2.69 0.61
59 C -0.94 2.89 1.54
60 H -1.39 3.80 1.12
61 H 0.15 2.91 1.34
62 H -1.07 2.89 2.63
63 C 1.51 -1.47 -2.98
64 H 2.17 -2.32 -2.75
65 H 2.04 -0.76 -3.62
66 H 0.65 -1.86 -3.54
67 C 2.15 -0.05 -0.30
68 H 1.80 0.08 0.74
69 H 2.46 0.95 -0.64
70 H 3.05 -0.69 -0.26
71 F -2.88 -1.05 -2.03
72 C -2.75 -1.80 -0.85
73 F -3.91 -1.53 -0.13
74 C -2.75 -3.25 -1.30
75 F -3.46 -3.45 -2.44
76 F -1.47 -3.71 -1.56
77 F -3.29 -4.06 -0.34

Multiplicity = 8
ΔE to the lowest compared entry with this formula, charge and spin = 0.000 eV
Charge = +1
LUMO (spin up / spin down) = -2.32 / -5.50 eV
Gap between HOMO and LUMO (spin up / spin down) = 5.5 / 5.3 eV
Total energy = -2963.67069 hartree
Strongest force on any atom = 2.69 eV/A

Löwdin atomic charge list, values in e, 4 entries:
1 Gd 1.14
2 C -0.26
3 C -0.33
4 C -0.27